This record from the Open Molecules 2025 dataset describes 3 unconnected molecules or ions with the total composition C6H10O2 at a distorted geometry. The level of theory is the ωB97M-V functional and the def2-TZVPD basis.

Each atom is followed by the atoms it is bonded to, with distances in Å.
Geometry (Å):
1 O -0.311 -3.147 -1.001  H10 0.987, H12 0.973
2 O -1.155 -1.543 -3.252  H11 0.963, H15 0.966
3 C 1.348 0.236 0.815  C6 1.404, C8 1.368, H16 1.087
4 C -0.608 2.107 1.148  C5 1.399, C7 1.377, H13 1.085
5 C -0.299 1.280 2.234  C4 1.399, C6 1.393, H17 1.078
6 C 0.541 0.202 1.963  C3 1.404, C5 1.393, H18 1.084
7 C -0.075 1.907 -0.106  C4 1.377, C8 1.402, H9 1.082
8 C 1.032 1.055 -0.234  C3 1.368, C7 1.402, H14 1.085
9 H -0.347 2.571 -0.915  C7 1.082
10 H -0.458 -3.801 -0.277  O1 0.987
11 H -1.379 -1.987 -2.427  O2 0.963
12 H 0.626 -3.265 -1.235  O1 0.973
13 H -1.302 2.924 1.314  C4 1.085
14 H 1.636 1.104 -1.133  C8 1.085
15 H -0.420 -0.951 -3.048  O2 0.966
16 H 2.076 -0.567 0.731  C3 1.087
17 H -0.846 1.278 3.163  C5 1.078
18 H 0.688 -0.595 2.682  C6 1.084

Summary:
Net charge: -1
E_tot: -385.0543 a.u.
Energy above the lowest of the compared OMol25 structures with the same formula, charge and spin: 0.000 eV
Kohn-Sham gap (alpha / beta): 2.69 / 9.77 eV
E_HOMO (alpha / beta): 0.0319 / -0.2335 hartree
Multiplicity: 2

Results of the Löwdin charge analysis, in e, for atoms 1 through 8: -0.354, -0.174, -0.147, -0.135, -0.114, -0.135, -0.120, -0.134

This record from the Open Molecules 2025 dataset describes a gas-phase ion, C6H6NO3 (charge -1) at a distorted geometry. The level of theory is the ωB97M-V functional and the def2-TZVPD basis.

Each atom is followed by the atoms it is bonded to, with distances in Å.
Geometry (Å):
1 O -0.281 -0.152 -1.423  C5 1.384, C10 1.415
2 O -2.649 0.964 1.126  C8 1.227
3 O -1.718 2.200 -0.499  C8 1.229
4 N -2.307 -2.614 0.360  C7 1.143
5 C -0.966 -0.023 -0.227  O1 1.384, C7 1.833, C8 1.586, C10 1.465
6 C 1.287 -1.274 0.150  C10 1.513, H13 1.091, H14 1.088, H16 1.088
7 C -1.784 -1.613 0.176  N4 1.143, C5 1.833
8 C -1.905 1.190 0.177  O2 1.227, O3 1.229, C5 1.586
9 C 1.218 1.279 -0.106  C10 1.514, H11 1.090, H12 1.088, H15 1.088
10 C 0.498 -0.045 -0.247  O1 1.415, C5 1.465, C6 1.513, C9 1.514
11 H 2.087 1.308 -0.763  C9 1.090
12 H 0.528 2.071 -0.392  C9 1.088
13 H 2.053 -1.484 -0.598  C6 1.091
14 H 1.770 -1.103 1.110  C6 1.088
15 H 1.537 1.433 0.922  C9 1.088
16 H 0.632 -2.139 0.234  C6 1.088

Summary:
Net charge: -1
E_tot: -512.7175 a.u.
Energy above the lowest of the compared OMol25 structures with the same formula, charge and spin: 1.674 eV
Kohn-Sham gap: 8.71 eV
E_HOMO: -0.1907 hartree
SMILES: CC1(C)O[C@]1(C#N)C(=O)[O-]

Results of the Löwdin charge analysis, in e, for atoms 1 through 8: 0.048, -0.024, -0.022, 0.045, -0.177, -0.014, -0.104, -0.713